C18H30B2F4LiN8S as an isolated structure at a distorted geometry. Source: the Open Molecules 2025 dataset; level of theory: the ωB97M-V functional and the def2-TZVPD basis.

The largest force on an atom comes out at 2.73 eV/Å. The calculated total energy comes out at -1997.30324 Ha. For the LUMO energy, the calculation gives 2.5 eV.

The geometry in ORCA input format:
```
! wB97M-V def2-TZVPD RIJCOSX def2/J DEFGRID3
* xyz -1 1
Li 1.06 0.32 -0.35
C -1.16 -2.66 -1.08
C -0.48 -2.70 0.23
C -0.45 -3.65 1.27
C 0.35 -3.08 2.29
C 0.64 -3.65 3.66
N 0.64 -1.83 1.89
N 0.18 -1.60 0.65
B 1.24 -0.53 2.64
N 2.66 -0.39 2.03
N 2.75 0.01 0.66
C 4.01 0.14 0.35
C 4.51 0.50 -1.05
C 4.78 -0.11 1.50
C 3.89 -0.57 2.48
C 4.18 -1.18 3.79
N 0.43 0.78 2.30
N -0.11 1.09 1.05
C -0.77 2.28 1.21
C -1.46 2.91 0.02
C -0.76 2.67 2.55
C 0.09 1.78 3.19
C 0.49 1.68 4.58
H -1.66 -3.59 -1.38
H -0.45 -2.31 -1.85
H -1.95 -1.89 -1.05
H -1.04 -4.52 1.30
H 0.23 -4.65 3.58
H 0.25 -2.92 4.40
H 1.76 -3.77 3.74
H 1.20 -0.74 3.80
H 5.53 0.90 -1.03
H 3.81 1.18 -1.57
H 4.62 -0.40 -1.67
H 5.79 0.16 1.67
H 5.28 -1.42 3.76
H 3.54 -2.09 3.84
H 3.83 -0.55 4.62
H -0.66 3.26 -0.66
H -2.22 3.67 0.18
H -1.95 2.09 -0.50
H -1.25 3.55 2.86
H 0.11 2.44 5.25
H 1.62 1.69 4.62
H 0.21 0.70 4.96
F 1.18 2.08 -1.62
B 0.97 1.16 -2.69
F 0.76 -0.10 -2.08
F -0.22 1.37 -3.36
F 2.02 1.24 -3.56
C -5.19 -0.19 -5.08
N -5.15 0.42 -3.79
C -4.04 0.80 -3.10
S -3.87 0.47 -1.47
N -3.08 1.44 -3.76
C -3.20 1.86 -5.13
H -5.60 0.52 -5.81
H -5.88 -1.08 -5.05
H -4.22 -0.63 -5.44
H -5.91 0.25 -3.17
H -2.15 1.33 -3.31
H -2.95 1.05 -5.80
H -2.57 2.74 -5.22
H -4.20 2.25 -5.28
*
```

=====

A 15-piece molecular cluster, C62H122N6O9 overall at a distorted geometry. Source: the Open Molecules 2025 dataset; level of theory: the ωB97M-V functional and the def2-TZVPD basis.

The largest force on an atom comes out at 2.53 eV/Å. The calculated total energy comes out at -3441.03195 Ha. For the LUMO energy, the calculation gives 0.3 eV.

The geometry in ORCA input format:
```
! wB97M-V def2-TZVPD RIJCOSX def2/J DEFGRID3
* xyz 0 1
C -6.12 0.55 0.65
C -7.29 1.16 1.51
C -8.44 0.62 0.73
O -8.06 0.49 -0.65
C -6.67 0.76 -0.75
H -6.00 -0.49 0.82
H -5.15 1.03 0.83
H -7.30 2.23 1.42
H -7.15 0.82 2.52
H -9.32 1.27 0.78
H -8.79 -0.35 1.12
H -6.55 1.76 -1.16
H -6.19 0.08 -1.47
C 3.80 -0.97 4.44
C 3.82 -1.72 3.07
C 4.88 -0.99 2.27
O 4.64 0.36 2.61
C 4.18 0.47 3.97
H 4.55 -1.34 5.12
H 2.81 -0.95 4.89
H 2.83 -1.65 2.65
H 4.11 -2.76 3.26
H 4.72 -1.02 1.19
H 5.89 -1.27 2.59
H 3.29 1.10 4.01
H 4.86 0.97 4.61
C 0.39 -0.75 1.57
C -0.33 -0.51 0.26
C 0.51 0.57 -0.46
O 1.16 1.27 0.61
C 1.60 0.20 1.45
H 0.65 -1.79 1.81
H -0.18 -0.41 2.40
H -1.38 -0.20 0.47
H -0.39 -1.42 -0.33
H -0.02 1.32 -1.06
H 1.30 0.14 -1.10
H 1.85 0.70 2.37
H 2.44 -0.32 0.97
C -3.88 -2.49 0.35
C -4.52 -3.39 -0.75
C -5.96 -3.40 -0.27
O -5.95 -3.28 1.13
C -4.62 -3.02 1.58
H -4.19 -1.44 0.13
H -2.78 -2.49 0.40
H -4.04 -4.39 -0.78
H -4.29 -2.94 -1.72
H -6.47 -4.33 -0.47
H -6.43 -2.55 -0.71
H -4.18 -3.89 2.08
H -4.70 -2.22 2.35
C -3.04 0.49 2.43
C -4.22 0.93 3.34
C -4.16 2.41 3.19
O -2.79 2.76 2.92
C -2.20 1.73 2.18
H -3.44 0.06 1.50
H -2.43 -0.31 2.92
H -4.01 0.70 4.37
H -5.13 0.41 3.07
H -4.52 2.93 4.06
H -4.80 2.77 2.39
H -1.19 1.53 2.51
H -2.25 1.98 1.09
C -1.48 4.83 -5.56
C -1.00 6.14 -4.86
C 0.42 5.74 -4.40
O 0.34 4.31 -4.20
C -0.97 3.82 -4.67
H -0.96 4.70 -6.50
H -2.57 4.82 -5.69
H -1.59 6.38 -3.99
H -0.96 7.02 -5.52
H 0.64 6.24 -3.47
H 1.16 6.02 -5.18
H -1.61 3.59 -3.83
H -0.77 2.88 -5.19
C -0.07 -3.87 -1.87
C 1.32 -3.43 -1.53
C 1.48 -3.73 -0.05
O 0.17 -3.69 0.43
C -0.56 -4.44 -0.54
H -0.10 -4.64 -2.67
H -0.70 -3.04 -2.22
H 1.48 -2.38 -1.72
H 2.11 -3.93 -2.08
H 2.14 -3.03 0.43
H 1.93 -4.72 0.11
H -1.64 -4.28 -0.42
H -0.30 -5.49 -0.48
C -3.41 0.66 -3.34
C -4.08 1.97 -2.83
C -3.64 2.04 -1.40
O -3.45 0.65 -1.03
C -2.70 0.08 -2.09
H -2.81 0.69 -4.23
H -4.22 -0.04 -3.61
H -5.17 1.90 -2.85
H -3.85 2.86 -3.42
H -4.29 2.49 -0.64
H -2.69 2.56 -1.35
H -2.91 -0.99 -2.01
H -1.64 0.24 -2.01
C -0.41 4.08 -1.06
C 1.12 4.32 -1.03
C 1.19 5.56 -0.12
O 0.07 5.44 0.77
C -0.75 4.34 0.36
H -0.66 3.05 -1.36
H -0.85 4.78 -1.81
H 1.47 4.37 -2.05
H 1.60 3.46 -0.57
H 1.05 6.49 -0.73
H 2.12 5.61 0.48
H -1.81 4.63 0.54
H -0.58 3.48 0.98
C 5.13 -3.29 -1.10
C 5.05 -2.12 -2.04
C 5.01 -2.52 -3.51
C 6.24 -3.16 -3.94
N 7.26 -3.69 -4.01
H 5.11 -2.99 -0.03
H 5.97 -3.95 -1.30
H 4.22 -3.91 -1.16
H 5.96 -1.58 -1.83
H 4.18 -1.53 -1.81
H 4.73 -1.64 -4.13
H 4.17 -3.17 -3.70
C 2.04 4.15 3.52
C 0.69 3.41 3.49
C 0.08 3.14 4.96
C 0.89 2.16 5.66
N 1.60 1.37 6.11
H 2.84 3.57 3.99
H 1.98 5.06 4.14
H 2.28 4.39 2.49
H 0.75 2.46 2.95
H -0.07 4.01 2.99
H -0.97 2.78 4.86
H 0.11 4.06 5.52
C 2.26 0.25 -4.41
C 3.42 1.16 -3.85
C 2.87 2.28 -2.95
C 3.88 3.26 -2.62
N 4.72 4.05 -2.45
H 1.52 0.90 -4.90
H 1.77 -0.30 -3.61
H 2.60 -0.35 -5.22
H 3.94 1.65 -4.68
H 4.14 0.56 -3.26
H 2.54 1.87 -1.98
H 2.00 2.79 -3.38
C 1.51 -3.49 -6.36
C 0.88 -4.55 -5.51
C -0.66 -4.51 -5.61
C -1.10 -3.23 -5.17
N -1.45 -2.24 -4.70
H 2.59 -3.36 -6.19
H 1.08 -2.49 -6.09
H 1.34 -3.70 -7.43
H 1.25 -4.54 -4.44
H 1.15 -5.52 -5.92
H -1.15 -5.32 -5.06
H -0.91 -4.63 -6.66
C 6.80 3.31 0.39
C 5.79 3.24 1.53
C 4.35 2.90 1.03
C 4.30 1.80 0.10
N 4.29 0.92 -0.61
H 6.70 2.42 -0.27
H 7.86 3.41 0.75
H 6.53 4.16 -0.23
H 5.78 4.17 2.07
H 6.15 2.48 2.25
H 3.93 3.73 0.50
H 3.81 2.61 1.92
C -1.57 -5.23 2.72
C -1.37 -3.97 3.50
N -0.25 -3.98 4.46
C 1.05 -4.09 3.88
C 2.12 -4.33 4.89
C -0.30 -2.96 5.49
C -0.23 -1.53 5.01
H -2.36 -5.01 2.05
H -1.94 -5.99 3.43
H -0.63 -5.55 2.25
H -1.38 -3.08 2.84
H -2.25 -3.83 4.07
H 1.06 -4.95 3.24
H 1.21 -3.16 3.35
H 2.41 -3.49 5.50
H 1.68 -5.05 5.60
H 3.01 -4.81 4.48
H 0.44 -3.22 6.25
H -1.28 -3.07 6.01
H 0.04 -0.89 5.86
H -1.17 -1.17 4.56
H 0.56 -1.42 4.28
*
```

=====

A 2-piece molecular cluster, C4H4OS2 overall. Source: the Open Molecules 2025 dataset; level of theory: the ωB97M-V functional and the def2-TZVPD basis.

The largest force on an atom comes out at 0.44 eV/Å. The calculated total energy comes out at -1026.32067 Ha. For the LUMO energy, the calculation gives -1.3 eV.

The geometry in ORCA input format:
```
! wB97M-V def2-TZVPD RIJCOSX def2/J DEFGRID3
* xyz 0 1
C 1.45 -1.13 1.07
C 1.78 -0.05 0.64
C 2.19 1.22 0.16
S 1.45 2.05 -1.01
H 1.14 -2.09 1.43
H 3.08 1.63 0.64
O -2.70 -0.89 -1.78
C -1.89 -0.64 -0.93
S -2.20 0.33 0.52
H -0.84 -1.00 -0.96
H -3.48 0.57 0.21
*
```

=====

A 6-piece molecular cluster, C23H57NO8P overall at a distorted geometry. Source: the Open Molecules 2025 dataset; level of theory: the ωB97M-V functional and the def2-TZVPD basis.

The largest force on an atom comes out at 5.22 eV/Å. The calculated total energy comes out at -1908.17073 Ha. For the LUMO energy (spin up / spin down), the calculation gives 0.5 / -0.7 eV. Its expectation value of S² is 0.754.

The geometry in ORCA input format:
```
! wB97M-V def2-TZVPD RIJCOSX def2/J DEFGRID3
* xyz 0 2
C -3.36 -2.06 1.75
C -2.19 -2.28 0.58
C -0.96 -3.15 1.26
C 0.06 -2.25 2.18
O -0.40 -0.86 2.21
C 0.69 0.10 2.42
P 1.77 -0.47 3.90
O 0.91 -1.09 5.11
C 0.18 1.64 2.79
C -0.66 2.32 1.56
C -2.22 1.75 1.71
C -0.75 3.94 1.86
N -0.21 1.95 0.17
O -0.23 3.14 -0.52
C 1.24 1.51 0.10
C 1.46 0.93 -1.46
C 2.33 2.75 0.25
C 1.63 0.25 1.08
H -2.92 -1.43 2.65
H -3.58 -3.14 2.19
H -4.33 -1.56 1.34
H -2.69 -3.00 -0.22
H -1.85 -1.28 0.08
H -1.49 -3.95 1.97
H -0.39 -3.80 0.43
H 1.17 -2.40 1.83
H 0.00 -2.72 3.28
H 2.39 0.73 4.44
H 2.82 -1.35 3.45
H -0.52 1.55 3.75
H 1.10 2.32 3.14
H -2.44 1.02 0.79
H -3.03 2.60 1.67
H -2.37 1.09 2.69
H -1.61 4.49 1.23
H -1.11 4.03 3.00
H 0.28 4.50 1.81
H 0.95 1.60 -2.27
H 0.87 -0.10 -1.47
H 2.61 0.79 -1.70
H 2.08 3.50 1.12
H 2.40 3.25 -0.82
H 3.39 2.23 0.41
H 2.74 0.44 1.47
H 1.70 -0.78 0.47
C 6.88 -2.46 5.13
C 5.85 -1.63 4.39
O 4.94 -2.48 3.70
H 7.43 -3.10 4.44
H 7.59 -1.82 5.66
H 6.39 -3.12 5.86
H 6.34 -0.99 3.64
H 5.29 -0.99 5.07
H 4.51 -3.04 4.37
C -7.63 -0.01 -0.84
C -6.32 -0.41 -0.20
O -5.77 -1.52 -0.89
H -8.34 -0.84 -0.82
H -8.08 0.85 -0.33
H -7.48 0.26 -1.90
H -6.48 -0.69 0.84
H -5.60 0.42 -0.23
H -5.62 -1.25 -1.81
C -0.76 0.61 -5.29
C 0.67 1.10 -5.30
O 1.53 0.10 -4.80
H -1.07 0.33 -4.27
H -1.45 1.37 -5.66
H -0.87 -0.29 -5.90
H 0.77 1.99 -4.66
H 0.98 1.37 -6.31
H 1.44 -0.68 -5.37
C 0.09 6.21 -3.05
C 0.02 4.74 -3.39
O 0.79 4.47 -4.55
H -0.27 6.82 -3.88
H -0.51 6.44 -2.16
H 1.13 6.52 -2.86
H -1.02 4.45 -3.60
H 0.39 4.12 -2.57
H 1.71 4.73 -4.35
C 1.10 -5.28 -3.27
C 0.96 -5.27 -1.76
O -0.41 -5.31 -1.40
H 0.58 -4.42 -3.70
H 2.15 -5.25 -3.56
H 0.64 -6.17 -3.69
H 1.40 -4.36 -1.34
H 1.46 -6.14 -1.31
H -0.80 -6.12 -1.77
*
```

=====

A single C5H9N3 molecule at a distorted geometry. Source: the Open Molecules 2025 dataset; level of theory: the ωB97M-V functional and the def2-TZVPD basis.

The largest force on an atom comes out at 5.69 eV/Å. The calculated total energy comes out at -360.00075 Ha. For the LUMO energy, the calculation gives 0.6 eV.

The geometry in ORCA input format:
```
! wB97M-V def2-TZVPD RIJCOSX def2/J DEFGRID3
* xyz 0 1
C -0.70 -0.85 1.34
C -0.75 0.05 0.06
C -2.21 0.18 -0.47
C -0.03 1.32 0.01
N 1.26 1.24 0.11
N 1.71 0.01 0.26
C 1.18 -0.91 -0.61
N -0.10 -0.81 -1.06
H -0.48 -2.07 1.22
H -1.55 -0.31 2.12
H 0.25 -0.51 2.08
H -2.96 0.43 0.36
H -2.38 1.15 -1.29
H -2.18 -0.87 -0.84
H -0.44 2.40 -0.02
H 2.82 -0.19 0.15
H 1.92 -1.84 -0.95
*
```